Record 1
Entry from OMol25: a structure of composition C21H55AlCl6F2N5O8P3S in a non-equilibrium geometry (ωB97M-V/def2-TZVPD).

The geometry in XYZ format:
```
102
Properties=species:S:1:pos:R:3:forces:R:3
C -1.238032 -0.637368 -0.012526 -0.33 -1.42 -2.36
C -1.380218 -1.292992 -1.218294 -0.50 -0.30 1.28
P -0.068967 -0.993746 -2.556066 -1.35 1.37 2.92
P 1.671917 -0.268405 -3.732796 -0.28 3.14 -1.52
O 2.396466 -1.722475 -4.343198 0.80 -0.98 0.93
O 2.724410 0.537354 -2.669145 -0.61 -1.80 -0.33
O -0.369962 0.708984 -2.364336 0.53 0.86 -1.78
C -0.755103 1.402945 -3.589279 -0.30 -0.74 -0.84
C -1.304004 0.198923 -4.519308 -2.19 1.28 -0.20
O -1.124706 -1.108648 -3.923078 1.26 1.33 -0.52
H -2.120899 -0.604102 0.668079 1.21 -0.11 -0.24
H -0.248241 -0.148321 0.162523 -1.17 -0.06 0.18
H -2.268231 -1.965927 -1.403745 0.76 1.13 0.14
H 0.875336 -1.132825 -1.468673 0.40 0.28 -0.02
H 0.196852 -2.446244 -2.856748 0.48 -1.40 -0.26
H 1.621488 -2.117350 -4.793932 1.08 1.74 -1.05
H 2.334217 1.409298 -2.452688 0.02 -0.43 -0.26
H -1.580322 2.172559 -3.485022 0.65 -1.23 0.74
H 0.049631 2.032943 -4.082204 -0.29 -1.20 0.67
H -2.418346 0.389399 -4.519668 1.01 -0.46 -0.07
H -1.026450 0.256672 -5.606629 0.39 -0.26 1.12
Al 0.769124 -3.570142 -4.281198 -1.33 -0.91 1.25
C -0.010696 3.272170 1.525964 -0.21 -0.13 -0.14
O 0.226350 3.724768 2.624904 0.01 0.22 -0.04
N -0.146051 4.011627 0.390185 0.01 -0.27 -0.25
C -0.425067 3.408000 -0.875870 0.99 -0.15 0.66
C -0.004654 5.449735 0.466413 0.20 -0.16 0.16
H -0.136787 2.190907 1.356615 0.00 0.00 -0.11
H 0.384028 3.651100 -1.572705 -0.13 0.10 -0.18
H -1.402333 3.820512 -1.270249 -0.02 -0.05 0.06
H -0.505406 2.325928 -0.783993 -0.09 0.11 0.06
H 0.991343 5.691345 0.850759 -0.03 0.05 0.06
H -0.752689 5.846720 1.157078 0.01 0.07 -0.07
H -0.139464 5.900004 -0.517526 0.05 -0.78 0.55
Cl -3.174019 4.225431 -1.025023 -0.74 0.23 -0.16
C -0.643444 9.481208 -0.945038 -0.02 -0.01 0.00
Cl 0.375243 9.770054 0.470199 -0.03 -0.01 -0.11
Cl -0.502264 7.801629 -1.478929 -0.18 0.89 -0.39
Cl -2.328384 9.881793 -0.591662 0.11 0.00 -0.06
H -0.301178 10.125518 -1.749059 -0.05 -0.07 0.12
C 3.526784 3.361569 6.818048 0.43 -0.47 0.26
S 3.796404 3.947791 5.136321 -0.48 0.66 0.44
O 4.682529 5.138978 5.223405 -0.20 -0.38 0.06
C 2.130750 4.544104 4.829191 0.50 0.14 0.58
H 4.473456 2.978570 7.203254 0.08 0.13 -0.17
H 3.183751 4.183757 7.444271 -0.07 0.03 -0.19
H 2.786810 2.563013 6.807307 -0.11 0.20 -0.12
H 1.870674 5.302680 5.570640 0.57 0.23 -0.02
H 1.418487 3.689262 4.878305 -0.18 -0.56 0.11
H 2.099597 4.992630 3.806580 -0.23 -0.20 -1.13
F 0.779480 3.190874 6.293386 -0.11 0.04 -0.30
C 6.869337 -4.258187 -6.949176 -0.14 0.31 -0.21
C 5.701084 -3.735329 -6.182739 -0.50 -1.90 1.02
O 4.970997 -4.364571 -5.477471 0.30 -0.11 -0.42
N 5.377407 -2.300581 -6.185761 0.38 0.81 -0.18
C 4.823639 -1.801399 -7.478922 -0.15 0.33 -0.23
H 6.908462 -5.340602 -6.847624 -0.10 0.11 0.12
H 6.768784 -4.010627 -8.007621 0.17 0.07 0.02
H 7.791568 -3.825022 -6.554829 0.02 0.05 -0.12
H 6.227122 -1.777582 -5.954156 -0.20 0.25 0.16
H 4.679507 -2.214237 -5.432006 -0.04 0.34 0.05
H 5.573045 -1.926897 -8.257944 -0.08 -0.01 0.05
H 4.593761 -0.744813 -7.351987 -0.05 -0.08 -0.05
H 3.917477 -2.359751 -7.708066 0.09 0.02 0.04
Cl 6.091940 3.257459 0.102137 0.09 -0.03 -0.12
C 4.583314 2.779649 0.930714 -0.16 -0.03 0.31
C 3.456590 2.529830 -0.044114 0.08 -0.17 0.19
Cl 2.905620 4.033845 -0.828606 0.20 -0.02 -0.21
H 4.323341 3.563502 1.649685 -0.08 0.06 -0.17
H 4.802101 1.864598 1.483983 -0.02 -0.02 -0.13
H 2.596058 2.114236 0.483165 0.06 0.11 0.09
H 3.749484 1.827195 -0.824088 0.08 0.12 0.04
O -3.776811 -2.664647 1.399311 2.61 -2.01 -1.63
P -3.862931 -3.993718 2.154997 -5.60 1.94 3.97
N -5.463172 -4.384371 1.699000 -1.35 -0.69 -0.38
C -6.660910 -3.736020 2.194342 0.07 0.51 0.25
C -5.598851 -4.785727 0.300019 0.67 -0.33 -0.09
N -3.630053 -3.295178 3.719653 1.57 0.71 1.04
C -4.696646 -2.837669 4.590108 -0.40 -0.46 0.03
C -2.540317 -2.311809 3.769871 -0.06 0.23 -0.44
N -3.813590 -5.569747 2.940843 2.94 -0.61 -2.02
C -4.880627 -6.304640 3.583236 -0.79 -0.24 -0.70
C -2.483579 -6.023877 3.332032 0.05 0.17 0.13
H -7.554801 -4.273307 1.867882 0.18 -0.08 -0.24
H -6.744287 -2.695557 1.863536 -0.14 0.10 0.05
H -6.717404 -3.764889 3.279065 0.18 0.11 0.08
H -5.249783 -5.819387 0.180650 0.04 0.00 -0.10
H -5.006070 -4.151125 -0.366778 -0.08 0.07 -0.06
H -6.630527 -4.754785 -0.052689 0.01 0.09 0.29
H -5.336680 -2.097278 4.099922 -0.12 0.10 0.05
H -4.293736 -2.371853 5.494147 0.26 -0.05 -0.22
H -5.305448 -3.665721 4.956694 -0.16 0.01 -0.17
H -2.870667 -1.318910 3.436518 0.13 0.00 -0.01
H -1.708801 -2.618264 3.131302 -0.07 0.06 -0.02
H -2.144056 -2.221630 4.784398 -0.19 -0.13 0.04
H -5.363397 -5.742027 4.385075 0.00 0.15 -0.02
H -4.509003 -7.230615 4.032448 0.36 0.19 -0.10
H -5.642318 -6.617808 2.866594 -0.06 0.16 0.10
H -2.245120 -5.726374 4.359863 0.02 -0.02 0.04
H -1.724395 -5.598348 2.670945 0.00 0.04 0.08
H -2.391350 -7.110790 3.248343 -0.04 0.04 -0.01
F 3.145483 4.803146 2.519257 -0.26 0.09 0.35
```
Positions in Å, forces in eV/Å.

The calculation puts the LUMO energy at -3.780 eV. As for the gap between HOMO and LUMO: 2.2 eV. As for the spin multiplicity: 1. The energy is -6333.6692 a.u. For the HOMO energy, the calculation gives -6.021 eV.

---

Record 2
Entry from OMol25: an isolated molecule of H2O4S3 in a non-equilibrium geometry (ωB97M-V/def2-TZVPD).

The geometry in XYZ format:
```
9
Properties=species:S:1:pos:R:3:forces:R:3
O 1.205595 -0.884354 0.183601 0.12 -0.74 0.02
O 2.028571 1.352295 0.912651 -0.49 0.41 -0.58
O -1.020406 -0.573368 -1.829660 -0.31 0.18 0.12
O -1.744108 -0.372463 0.572044 0.48 0.26 0.98
S -2.383944 -0.385673 -0.916207 0.42 0.10 -0.57
S -0.841220 0.959994 1.179763 -0.06 -0.51 -0.66
S 0.966342 0.521227 -0.012426 0.20 0.81 0.40
H -0.646175 -1.459163 -1.709927 -0.17 -0.06 0.03
H 2.435345 0.841505 1.620161 -0.20 -0.45 0.26
```
Positions in Å, forces in eV/Å.

The calculation puts the LUMO energy at -0.204 eV. As for the gap between HOMO and LUMO: 8.9 eV. The energy above the lowest of the compared OMol25 structures with the same formula, charge and spin is 0.0 kcal per mole. As for the spin multiplicity: 1. The energy is -1496.6415 a.u. For the HOMO energy, the calculation gives -9.125 eV.

---

Record 3
Entry from OMol25: an isolated molecule of C2H5NO in a non-equilibrium geometry (ωB97M-V/def2-TZVPD).

The geometry in XYZ format:
```
9
Properties=species:S:1:pos:R:3:forces:R:3
C -1.156147 0.029654 -0.270404 0.70 0.65 -0.37
N 0.296428 -0.363080 -0.098482 -0.70 -1.29 -0.87
C 1.368245 0.262159 0.495076 -0.74 -1.10 -0.61
O 2.453982 -0.274227 0.582177 -0.22 0.49 0.04
H -1.300217 0.926665 -0.948914 0.41 -1.13 0.49
H -1.632724 -0.862632 -0.727747 0.15 0.78 0.35
H -1.701731 0.313718 0.656931 0.71 -0.55 -0.30
H 0.543744 -1.290976 -0.548753 -0.35 1.75 1.01
H 1.128420 1.258719 0.860117 0.04 0.40 0.26
```
Positions in Å, forces in eV/Å.

The calculation puts the LUMO energy at 0.897 eV. The SMILES is CNC=O. As for the gap between HOMO and LUMO: 10.7 eV. The energy above the lowest of the compared OMol25 structures with the same formula, charge and spin is 20.4 kcal per mole. As for the spin multiplicity: 1. The energy is -209.1898 a.u. For the HOMO energy, the calculation gives -9.754 eV.